Record 1
C35H32BrCl2F6N2O7P3Sr as an isolated structure in a non-equilibrium geometry, computed with the ωB97M-V functional and the def2-TZVPD basis.

Values from the calculation:
E_HOMO ... -1.5 eV
Total charge ... -2
Frontier orbital gap ... 5.32 eV
ΔE to the lowest compared entry with this formula, charge and spin ... 4.942 eV

XYZ file:
```
89
Properties=species:S:1:pos:R:3:forces:R:3:mulliken_charge:R:1
Sr 0.239685 0.406868 -0.483648 2.2 2.7 11.0 2.047
F 3.704931 -8.409218 -1.664994 -0.2 0.2 0.1 -0.329
C 2.931257 -7.332340 -1.424067 0.0 0.1 0.0 0.392
C 1.572854 -7.358592 -1.716419 -0.2 0.0 0.0 0.406
F 1.016730 -8.477504 -2.222251 0.2 0.3 0.1 -0.335
C 0.798202 -6.228129 -1.485070 0.0 -0.1 0.1 0.765
F -0.508932 -6.311784 -1.779269 0.3 -0.2 0.0 -0.407
C 1.319671 -5.053910 -0.953127 0.2 0.2 -0.1 -1.402
P 0.368070 -3.351764 -0.891326 0.5 -2.2 0.2 1.397
C -1.031744 -4.057802 0.077761 0.0 0.2 0.1 0.986
C -0.756605 -5.037730 1.032548 0.0 0.0 0.0 -0.513
C -1.731771 -5.473356 1.908532 0.0 -0.1 0.1 -0.739
C -3.002781 -4.928035 1.865512 -0.1 0.0 0.1 -0.757
C -3.285376 -3.940948 0.940387 -0.1 -0.1 0.1 -0.912
C -2.309113 -3.506939 0.062830 0.0 0.1 -0.1 -0.434
C -0.041031 -3.646657 -2.656745 -0.1 0.2 -0.1 0.294
C -1.320946 -3.715599 -3.182218 0.2 -0.3 0.1 0.389
C -1.502354 -3.730078 -4.554954 -0.1 -0.1 -0.2 -0.522
C -0.416978 -3.696024 -5.411627 -0.1 -0.1 -0.1 -0.683
C 0.868562 -3.694638 -4.894620 0.2 -0.1 0.0 -0.775
C 1.046898 -3.667834 -3.527157 0.1 -0.1 -0.1 -0.602
C 2.675569 -5.067484 -0.651394 0.0 -0.2 0.1 0.176
Br 3.494726 -3.545074 0.112224 0.3 0.0 0.0 -0.145
C 3.474981 -6.182949 -0.871483 0.1 0.0 0.0 0.437
F 4.784299 -6.172078 -0.558670 -0.2 -0.1 -0.1 -0.355
H 0.236898 -5.463230 1.109875 -0.1 0.0 0.0 0.400
H -1.490796 -6.229541 2.644609 0.0 0.0 0.0 0.390
H -3.762988 -5.256688 2.559753 -0.1 0.0 0.1 0.366
H -4.264909 -3.488221 0.916425 -0.1 0.1 0.0 0.494
H -2.541837 -2.706186 -0.617810 0.0 0.1 -0.1 0.181
H -2.178141 -3.736034 -2.529157 0.0 0.0 0.0 0.192
H -2.507146 -3.722168 -4.954626 0.0 0.0 0.0 0.412
H -0.567445 -3.660816 -6.483795 0.0 0.0 0.0 0.331
H 1.730427 -3.689827 -5.550540 0.0 0.0 0.0 0.379
H 2.051538 -3.650014 -3.119071 0.0 0.0 -0.1 0.429
C -4.298167 -0.277346 3.736156 0.0 0.2 0.1 -0.707
C -3.518416 0.513950 4.787244 0.0 -0.1 -0.1 -0.838
C -2.285016 -0.264506 5.165376 0.0 0.2 -0.1 0.565
C -2.327310 -1.110280 6.264895 0.0 0.0 0.1 -0.601
C -1.265018 -1.936293 6.578366 0.0 -0.1 0.0 -0.854
C -0.155145 -1.945877 5.750619 0.0 0.0 0.1 -0.628
C -0.080372 -1.122089 4.642457 0.1 0.2 -0.1 0.140
C 1.087300 -1.204172 3.705887 -0.3 0.0 -0.2 -0.564
C 0.692357 -2.082900 2.517792 0.2 0.3 0.0 0.087
C -1.140046 -0.244907 4.344718 -0.1 -0.2 0.7 -0.265
N -1.055354 0.550267 3.215249 0.0 0.0 -0.7 0.794
C -1.063347 1.827683 3.302568 0.0 -0.2 0.4 -0.301
C -1.047127 2.744027 2.218273 0.1 0.4 -0.5 -0.504
C -1.324447 4.116423 2.350374 0.0 -0.2 0.2 -0.761
C -1.259542 4.652588 1.073312 -0.1 0.4 -0.1 -1.202
C -0.926402 3.591870 0.231271 -0.1 -0.3 0.1 -0.703
N -0.803376 2.436104 0.902084 -0.1 -0.2 -0.1 0.858
H -5.195424 0.256176 3.427606 -0.1 0.0 -0.1 0.391
H -4.579958 -1.251464 4.133705 0.0 -0.1 0.0 0.309
H -3.667802 -0.427328 2.863707 0.0 -0.1 -0.1 -0.081
H -4.145185 0.680666 5.668881 0.1 0.0 0.0 0.478
H -3.253184 1.481251 4.364824 -0.1 0.1 0.1 0.224
H -3.213415 -1.120625 6.886917 -0.1 0.0 0.0 0.368
H -1.303667 -2.582856 7.444339 0.0 0.0 0.1 0.381
H 0.675725 -2.602558 5.970301 0.1 -0.1 0.0 0.370
H 1.947127 -1.641204 4.218942 0.1 0.1 0.0 0.636
H 1.340026 -0.216664 3.316913 0.2 0.0 0.2 -0.278
H 0.375095 -3.070805 2.856518 0.0 0.0 -0.1 0.284
H 1.537790 -2.176770 1.838668 0.0 -0.1 -0.1 -0.137
H -0.132573 -1.597191 1.985645 0.0 -0.2 0.0 -0.152
H -1.098910 2.316555 4.294916 0.0 -0.2 -0.1 0.355
H -1.555500 4.633955 3.265779 0.0 0.1 0.2 0.450
H -1.430629 5.676159 0.787359 0.0 0.1 -0.1 0.389
H -0.781598 3.636891 -0.837368 0.1 0.0 -0.2 0.531
O 2.132713 -1.251815 -1.955352 -0.9 1.3 -0.3 -0.058
P 1.489587 -0.192825 -3.030647 2.9 -1.8 -3.2 0.918
O 2.365407 -0.139712 -4.215106 -0.2 0.0 0.3 -0.918
O 1.180498 1.061362 -2.267316 0.6 1.1 -2.2 -0.699
O 0.085061 -0.885553 -3.474096 -0.1 1.0 1.0 -0.368
P -1.171293 -0.742599 -2.441760 -3.3 -3.1 -2.1 0.471
O -1.264916 0.811167 -2.196563 0.6 0.1 -1.0 -0.613
O -2.400113 -1.274843 -3.071245 0.4 0.4 0.1 -0.938
O -0.729401 -1.381264 -1.121430 -1.6 -1.4 -1.6 -0.328
H 2.857570 -1.643994 -2.439553 0.5 -0.3 0.0 0.231
H -0.218587 0.935720 -2.307575 -1.2 2.5 -1.7 0.323
F 2.406938 1.651513 2.484190 -0.3 0.0 0.8 -0.348
C 2.420422 1.155807 1.165559 -0.3 -1.0 -0.3 -0.439
F 2.987402 2.246912 0.486556 0.3 0.7 -0.8 -0.342
H 3.270528 0.443571 1.202984 0.2 -0.1 0.1 0.034
Cl -3.346964 0.288766 0.263854 0.0 0.0 -0.2 0.119
C -4.130437 0.364875 -1.327105 0.5 0.0 -0.1 -0.136
Cl -5.876076 0.407335 -1.162418 -0.8 0.0 0.0 -0.236
H -3.845374 -0.506932 -1.922885 -0.1 0.3 0.3 0.052
H -3.822759 1.282804 -1.827137 0.0 -0.2 0.2 0.287
```
Positions in Å, forces in eV/Å.

Record 2
A 5-piece molecular cluster, C9H14BCl13N3O3 overall in a non-equilibrium geometry, computed with the ωB97M-V functional and the def2-TZVPD basis.

Values from the calculation:
E_HOMO ... -12.6 eV
Total charge ... +1
Frontier orbital gap ... 6.77 eV

XYZ file:
```
43
Properties=species:S:1:pos:R:3:forces:R:3:mulliken_charge:R:1
N -0.859874 -1.816572 4.049003 0.8 0.3 0.0 -0.317
C -0.736512 -1.180982 2.843255 0.5 2.5 -2.2 -0.138
N -1.798097 -0.299778 2.298235 3.8 -2.1 0.2 -0.290
C -1.490138 -0.191216 0.818099 -1.5 0.6 0.8 0.169
C -0.016989 -0.787122 0.604115 -1.2 -1.9 -1.7 0.066
B -0.334094 -2.230926 -0.143524 0.5 -1.4 -2.1 0.450
O -1.211202 -3.235580 0.424470 2.6 1.3 0.5 -0.531
O 0.299907 -2.497914 -1.427022 -0.3 0.3 3.2 -0.536
N 0.448820 -1.225371 1.951298 -3.2 1.3 1.3 0.291
C 1.698304 -0.621940 2.505245 0.5 -0.3 3.0 -0.621
C 2.010719 0.859038 1.987369 2.7 0.1 -4.4 0.532
O 2.679298 0.980697 0.924032 -2.9 -0.4 4.8 -0.420
Cl 1.489666 2.363927 2.859202 0.1 -2.0 -0.6 -0.128
H -0.710617 -1.334361 4.951437 -0.6 -0.3 -1.0 0.258
H -1.050017 -2.827653 4.086972 0.5 0.8 -0.2 0.250
H -1.697934 0.591093 2.819028 -0.6 -0.5 -0.1 0.401
H -2.288415 -0.901300 0.385870 1.3 1.3 0.2 0.280
H -1.733157 0.883621 0.523194 0.8 -1.8 0.1 -0.178
H 0.705995 -0.302697 -0.131189 -0.8 0.0 1.8 0.110
H -0.628284 -3.741744 1.050620 -1.1 0.3 -0.7 0.321
H 0.886656 -3.282274 -1.318947 -0.8 0.4 -0.6 0.308
H 1.537689 -0.540804 3.650526 0.4 -0.2 -1.8 0.342
H 2.603187 -1.331756 2.392687 -1.4 1.5 -0.4 0.324
C -3.199880 2.044502 -2.469288 -0.2 -0.1 -0.3 -0.017
Cl -3.050540 2.355743 -0.731350 -0.2 0.4 -0.1 -0.147
Cl -1.860530 1.035581 -3.035519 0.0 0.1 0.1 -0.112
Cl -4.751239 1.279451 -2.832603 0.5 0.2 0.1 -0.048
H -3.156313 2.997931 -2.992670 0.0 -0.2 0.2 0.361
C 4.577160 0.640218 -1.874875 0.0 0.1 -0.1 0.539
Cl 5.174625 -0.988186 -1.520535 -0.1 0.1 0.1 -0.138
Cl 5.888956 1.822163 -1.766052 -0.2 -0.1 0.1 -0.117
Cl 3.823368 0.691248 -3.474744 0.0 0.0 0.2 -0.127
H 3.823857 0.896498 -1.133584 0.2 -0.1 -0.2 -0.119
C 4.874827 3.844569 1.958923 0.1 0.1 -0.2 0.407
Cl 6.580299 4.190260 1.647957 -0.2 -0.1 0.0 -0.119
Cl 4.577190 3.687564 3.697655 0.1 0.0 0.0 -0.134
Cl 3.846804 5.105843 1.264148 0.0 -0.2 0.0 -0.107
H 4.625230 2.898141 1.481977 0.0 0.2 0.1 -0.058
C -6.271616 -2.048617 -5.195671 0.0 -0.1 -0.1 0.064
Cl -6.815367 -0.700954 -4.184775 -0.2 -0.2 -0.1 -0.125
Cl -7.630880 -2.744862 -6.087070 0.2 0.1 0.1 -0.113
Cl -5.003346 -1.517617 -6.309167 -0.1 -0.1 0.1 -0.116
H -5.857516 -2.817863 -4.546730 -0.1 0.2 -0.1 0.283
```
Positions in Å, forces in eV/Å.

Record 3
C35H65NO8P3PbS2Si as an isolated structure in a non-equilibrium geometry, computed with the ωB97M-V functional and the def2-TZVPD basis.

Values from the calculation:
Spin multiplicity ... 2
Expectation value of S² ... 0.76
E_HOMO (alpha / beta) ... 0.8 / -2.1 eV
Total charge ... -2
Frontier orbital gap (alpha / beta) ... 3.29 / 6.18 eV

XYZ file:
```
116
Properties=species:S:1:pos:R:3:forces:R:3:mulliken_charge:R:1
Pb 0.840360 1.033323 -0.303591 0.0 0.1 1.1 0.520
O 0.972360 0.264723 1.930509 -0.5 0.3 -1.0 -0.908
N 2.191560 0.141323 2.487809 0.6 0.1 0.0 1.207
C 2.208260 -0.321077 3.791509 -0.3 -0.2 0.6 -0.749
C 3.369060 -0.664877 4.415509 0.0 0.0 0.0 -0.773
C 4.589760 -0.527577 3.751409 0.3 -0.3 0.5 -0.705
C 4.556660 -0.034377 2.430609 -0.3 0.2 -0.4 -0.964
C 3.375660 0.282423 1.802709 0.6 0.0 0.0 0.372
S 3.430460 0.846423 0.154009 -0.1 0.2 -0.3 -0.569
H 1.229060 -0.413677 4.231409 0.0 0.0 0.0 0.456
H 3.320160 -1.049477 5.425909 0.0 0.0 0.1 0.345
H 5.524760 -0.797577 4.217809 0.1 0.0 0.1 0.311
H 5.467660 0.096823 1.869709 0.1 0.0 -0.1 0.409
C 0.663960 1.697723 -4.932791 -0.1 0.0 0.3 -1.786
P -0.373540 1.109023 -3.502691 0.4 -0.1 -1.1 1.581
C -1.347040 -0.136777 -4.494991 0.1 0.1 0.3 -1.240
C -1.498440 2.530223 -3.317391 -0.6 -0.2 0.6 0.425
C -1.232240 3.804823 -3.794491 0.0 0.2 -0.2 -0.737
C -2.017640 4.882423 -3.422491 -0.3 -0.1 0.3 -0.747
C -3.068840 4.702423 -2.526091 0.3 0.4 -0.3 -0.621
C -3.345940 3.444323 -2.041691 0.1 -0.4 0.0 -0.278
C -2.580540 2.344323 -2.428191 0.3 0.6 -0.3 -0.132
P -2.909640 0.643823 -1.880391 -1.0 -0.3 0.8 1.084
C -4.786840 0.688823 -2.021991 0.5 -0.2 -0.2 -1.630
C -2.832440 0.761823 -0.022891 0.3 0.0 -0.3 -0.311
H 1.286460 2.528523 -4.614491 0.1 0.1 0.0 0.376
H 0.042660 1.993423 -5.777891 0.0 0.1 -0.1 0.427
H 1.317760 0.881523 -5.235191 0.0 -0.1 0.0 0.404
H -2.247740 0.307023 -4.918591 0.0 0.0 -0.1 0.365
H -1.613340 -0.949177 -3.824491 -0.1 -0.1 0.0 0.102
H -0.712240 -0.533977 -5.284491 0.1 0.0 -0.1 0.521
H -0.390140 3.978323 -4.449191 0.0 0.0 -0.1 0.250
H -1.790740 5.868223 -3.801191 0.0 0.1 0.0 0.351
H -3.642140 5.555923 -2.187491 0.0 0.0 0.0 0.302
H -4.151640 3.315023 -1.330191 0.0 0.0 0.0 0.144
H -5.256740 1.293823 -1.250691 0.0 0.1 0.1 0.427
H -5.152840 -0.332677 -1.937891 -0.1 -0.1 0.0 0.410
H -5.055440 1.079723 -3.000991 -0.1 0.0 -0.1 0.378
H -3.728340 0.326323 0.424509 0.0 0.0 0.0 0.554
H -2.713740 1.798823 0.282409 -0.1 0.1 0.1 -0.324
H -1.963640 0.206723 0.325209 0.0 -0.1 0.1 -0.185
C -3.415640 4.170423 1.950609 0.3 -0.1 -0.1 -1.634
C -2.122040 3.891423 2.727409 -0.8 0.2 0.8 1.732
C -2.339740 2.719923 3.697009 0.2 0.3 -0.3 -1.726
C -1.729840 5.147523 3.503709 0.0 -0.1 -0.1 -1.846
O -1.100440 3.492323 1.844109 0.7 0.1 -0.7 0.993
P -0.327040 4.520623 0.809809 0.4 0.2 0.4 0.049
O -1.243140 5.568023 0.306909 -0.3 0.0 -0.1 -0.909
O 0.423260 3.610523 -0.110991 0.0 0.2 0.2 -0.430
O 0.705360 5.352123 1.792609 -0.8 -0.1 -0.5 -0.531
C 1.988460 4.965523 2.234909 0.9 -0.1 0.4 2.021
C 2.423460 6.064723 3.222809 -0.2 -0.3 -0.3 -1.998
C 1.954760 3.612623 2.942709 -0.1 0.2 -0.1 -1.147
C 2.971660 4.911323 1.065009 -0.3 0.0 0.0 -1.699
H -4.161140 4.636223 2.594709 -0.1 0.0 0.1 0.509
H -3.818740 3.243423 1.549409 -0.1 -0.1 0.0 0.322
H -3.167140 4.829523 1.123809 -0.1 0.2 -0.1 0.301
H -3.205140 2.914723 4.331609 -0.1 0.0 0.0 0.385
H -1.462140 2.571623 4.323109 0.1 0.0 0.0 0.370
H -2.506940 1.809523 3.127509 0.0 -0.1 -0.1 0.232
H -2.527540 5.429823 4.189009 -0.1 0.0 0.1 0.559
H -1.560740 5.946223 2.790109 0.0 0.3 0.0 0.383
H -0.813140 4.976023 4.062409 0.1 0.0 0.1 0.243
H 1.729060 6.104923 4.060309 -0.1 0.0 0.1 0.364
H 2.406960 7.031223 2.721509 0.1 0.1 0.0 0.414
H 3.428060 5.863923 3.596509 0.0 0.0 0.0 0.398
H 1.435860 3.687323 3.898509 -0.1 0.0 0.1 0.394
H 2.963160 3.243923 3.121509 0.1 -0.1 0.0 0.629
H 1.424660 2.904623 2.315009 0.0 -0.3 0.0 -0.107
H 3.041660 5.885423 0.584509 0.0 0.2 0.0 0.370
H 2.609160 4.197223 0.335209 0.1 -0.1 -0.1 0.160
H 3.955060 4.603223 1.410509 0.1 0.0 0.0 0.436
C -1.328640 -6.131277 -1.099291 -0.1 0.3 -0.1 -1.376
C -2.065740 -4.788277 -1.075591 -0.5 -0.5 0.1 1.816
C -3.154940 -4.761977 -2.156491 0.3 0.0 0.3 -1.797
C -2.693840 -4.565977 0.304109 0.2 0.0 -0.2 -1.339
O -1.200040 -3.736377 -1.387591 -0.3 -0.1 -0.2 0.509
Si 0.261260 -3.270477 -0.815191 0.3 0.9 -0.6 -2.191
S 0.411060 -1.343977 -1.592091 -0.1 -1.0 0.4 0.752
O 0.219260 -3.651577 0.773709 -0.5 0.2 -0.2 0.353
C 1.272060 -3.916277 1.665609 0.7 -0.4 0.7 2.200
C 1.688260 -5.385577 1.514309 -0.1 0.2 0.0 -1.820
C 0.727260 -3.670677 3.075509 0.1 0.0 -0.4 -1.879
C 2.464660 -3.011777 1.390709 -0.2 0.0 0.0 -1.058
O 1.454460 -4.266077 -1.401091 -0.1 -0.2 0.3 0.081
C 2.108260 -4.197977 -2.647791 0.5 -0.2 -0.5 1.907
C 2.789160 -5.562077 -2.847291 -0.2 0.3 0.1 -1.965
C 1.098660 -3.949077 -3.766291 0.1 -0.1 0.2 -1.164
C 3.163360 -3.088777 -2.626091 -0.2 -0.1 0.0 -1.529
H -2.023940 -6.956577 -0.946891 0.0 -0.1 0.0 0.517
H -0.572840 -6.138577 -0.320491 0.1 -0.1 0.1 0.139
H -0.829340 -6.253777 -2.057291 0.1 -0.1 -0.1 0.204
H -3.926940 -5.500477 -1.949591 -0.1 -0.1 0.0 0.395
H -2.710040 -4.961277 -3.128191 0.0 0.0 -0.2 0.397
H -3.593640 -3.768377 -2.181991 -0.1 0.1 0.0 0.214
H -3.370540 -5.383477 0.554209 -0.1 0.0 0.0 0.443
H -3.238440 -3.625777 0.304509 -0.1 0.1 0.0 0.289
H -1.901640 -4.495277 1.042709 0.0 0.0 0.1 0.059
H 0.854260 -6.042777 1.760309 -0.1 -0.1 0.1 0.337
H 2.522860 -5.602677 2.178409 0.1 -0.1 0.1 0.479
H 1.983260 -5.563077 0.483609 0.1 -0.1 -0.1 0.090
H -0.153340 -4.289677 3.243109 -0.1 -0.1 0.0 0.442
H 0.446560 -2.626477 3.172109 0.0 0.2 0.1 0.202
H 1.482660 -3.911077 3.820609 0.1 0.0 0.1 0.417
H 2.907760 -3.265677 0.432809 0.2 0.0 -0.1 -0.181
H 3.216060 -3.092477 2.173509 0.1 0.0 0.1 0.715
H 2.115860 -1.988377 1.336809 0.0 0.3 0.0 0.089
H 2.042860 -6.355477 -2.825091 -0.1 -0.1 0.0 0.344
H 3.506760 -5.738077 -2.047191 0.1 0.0 0.1 0.389
H 3.312260 -5.585577 -3.801691 0.1 0.0 -0.1 0.414
H 0.302960 -4.686777 -3.704691 -0.1 -0.2 -0.1 0.181
H 1.575160 -4.006177 -4.741691 0.1 0.0 -0.2 0.603
H 0.657060 -2.967877 -3.624991 -0.1 0.1 -0.1 0.047
H 3.860260 -3.250677 -1.805891 0.1 0.0 0.1 0.313
H 2.668460 -2.132377 -2.473491 0.1 0.1 0.0 0.132
H 3.716260 -3.065877 -3.563091 0.1 0.0 -0.2 0.531
```
Positions in Å, forces in eV/Å.